A 11-piece molecular cluster, C14H50O11 overall. Source: the Open Molecules 2025 dataset; level of theory: the ωB97M-V functional and the def2-TZVPD basis.

Summary:
LUMO   -0.0099 Eh
HOMO level   -10.060 eV
2S+1   1
Structure (SMILES)   CCO.CCO.CCO.CCO.CCO.CCO.CCO.O.O.O.O
Relative energy (zero: lowest compared OMol25 entry of this formula, charge and spin)   231.2 kJ/mol
Frontier orbital gap   9.8 eV

Last columns: bonded neighbours and bond lengths (Å).
Cartesian coordinates (Å):
1 O -0.9777 2.1783 3.0289  H2 0.957, H3 0.957
2 H -0.8345 1.5996 2.2800  O1 0.957
3 H -0.5918 1.7116 3.7701  O1 0.957
4 O 2.2768 -1.4603 4.3450  H5 0.957, H6 0.957
5 H 2.6333 -2.2736 3.9876  O4 0.957
6 H 2.4603 -1.5097 5.2832  O4 0.957
7 O -0.1950 -2.6770 4.0632  H8 0.957, H9 0.957
8 H -0.0947 -2.9597 4.9722  O7 0.957
9 H 0.4403 -1.9684 3.9608  O7 0.957
10 O -0.9457 -4.8306 2.2341  H11 0.957, H12 0.957
11 H -0.5653 -4.1012 2.7235  O10 0.957
12 H -0.3031 -5.5353 2.3156  O10 0.957
13 C 3.0405 2.1317 -3.2246  C14 1.508, H16 1.090, H17 1.090, H18 1.090
14 C 2.8249 3.4927 -3.8367  C13 1.508, O15 1.351, H19 1.090, H20 1.090
15 O 3.3349 4.3606 -2.9362  C14 1.351, H21 0.960
16 H 4.0905 1.8637 -3.1066  C13 1.090
17 H 2.6492 1.3095 -3.8237  C13 1.090
18 H 2.6628 2.1033 -2.2026  C13 1.090
19 H 1.7520 3.6788 -3.8844  C14 1.090
20 H 3.2105 3.4735 -4.8560  C14 1.090
21 H 4.1370 3.9872 -2.5636  O15 0.960
22 C -4.5235 2.3513 0.9913  C23 1.465, H25 1.090, H26 1.090, H27 1.090
23 C -4.1285 1.7496 -0.2846  C22 1.465, O24 1.421, H28 1.090, H29 1.090
24 O -3.8743 2.8262 -1.1767  C23 1.421, H30 0.960
25 H -3.8181 3.1424 1.2452  C22 1.090
26 H -4.5800 1.6628 1.8345  C22 1.090
27 H -5.4688 2.8938 1.0047  C22 1.090
28 H -4.8424 0.9834 -0.5869  C23 1.090
29 H -3.2199 1.1693 -0.1244  C23 1.090
30 H -4.6062 3.4457 -1.2239  O24 0.960
31 C 0.7437 -1.2680 1.0487  C32 1.526, H34 1.090, H35 1.090, H36 1.090
32 C 0.3955 -0.0941 0.1377  C31 1.526, O33 1.368, H37 1.090, H38 1.090
33 O -0.6172 0.6165 0.7208  C32 1.368, H39 0.960
34 H -0.0325 -2.0155 1.2120  C31 1.090
35 H 0.9957 -0.8893 2.0393  C31 1.090
36 H 1.6417 -1.8694 0.9069  C31 1.090
37 H 0.0238 -0.5046 -0.8011  C32 1.090
38 H 1.2575 0.4891 -0.1863  C32 1.090
39 H -0.7413 1.3748 0.1452  O33 0.960
40 C -3.1322 -2.4919 -0.3578  C41 1.549, H43 1.090, H44 1.090, H45 1.090
41 C -4.5673 -2.3071 -0.9107  C40 1.549, O42 1.419, H46 1.090, H47 1.090
42 O -5.6070 -2.6568 -0.0106  C41 1.419, H48 0.960
43 H -2.4469 -2.0361 -1.0725  C40 1.090
44 H -2.7895 -3.4900 -0.0849  C40 1.090
45 H -2.9050 -1.8625 0.5026  C40 1.090
46 H -4.5666 -3.1016 -1.6569  C41 1.090
47 H -4.7576 -1.3388 -1.3736  C41 1.090
48 H -5.2428 -2.2094 0.7568  O42 0.960
49 C 0.0971 -4.2780 -1.2130  C50 1.559, H52 1.090, H53 1.090, H54 1.090
50 C 1.4852 -3.8622 -1.7879  C49 1.559, O51 1.407, H55 1.090, H56 1.090
51 O 1.7977 -4.6950 -2.8784  C50 1.407, H57 0.960
52 H 0.1576 -5.3038 -0.8496  C49 1.090
53 H -0.7166 -4.1207 -1.9210  C49 1.090
54 H -0.1487 -3.6855 -0.3318  C49 1.090
55 H 2.3338 -3.9108 -1.1055  C50 1.090
56 H 1.3835 -2.8204 -2.0921  C50 1.090
57 H 2.6273 -4.3479 -3.2144  O51 0.960
58 C 4.5127 -0.0112 0.8006  C59 1.530, H61 1.090, H62 1.090, H63 1.090
59 C 3.6570 0.6481 1.8835  C58 1.530, O60 1.369, H64 1.090, H65 1.090
60 O 4.3836 0.7947 3.0347  C59 1.369, H66 0.960
61 H 4.8568 -1.0295 0.9820  C58 1.090
62 H 5.4348 0.5687 0.7613  C58 1.090
63 H 4.1110 0.0609 -0.2101  C58 1.090
64 H 2.7685 0.1385 2.2565  C59 1.090
65 H 3.4346 1.6110 1.4236  C59 1.090
66 H 4.1464 0.0390 3.5772  O60 0.960
67 C -0.7465 4.5625 -2.0905  C68 1.547, H70 1.090, H71 1.090, H72 1.090
68 C -0.1414 3.5070 -1.1349  C67 1.547, O69 1.435, H73 1.090, H74 1.090
69 O -1.0600 2.4083 -1.2187  C68 1.435, H75 0.960
70 H 0.0216 5.2105 -2.5126  C67 1.090
71 H -1.4826 5.2064 -1.6091  C67 1.090
72 H -1.2837 4.1584 -2.9485  C67 1.090
73 H -0.1400 3.9297 -0.1302  C68 1.090
74 H 0.8740 3.3324 -1.4909  C68 1.090
75 H -1.9591 2.7445 -1.2046  O69 0.960